{"formula": "C40H41BiN12O3S", "method": "the ωB97M-V functional and the def2-TZVPD basis", "elements": ["C", "H", "N", "C", "N", "H", "H", "C", "H", "H", "C", "H", "C", "N", "C", "H", "C", "H", "N", "C", "H", "C", "H", "C", "H", "H", "N", "H", "C", "C", "H", "C", "C", "H", "H", "H", "C", "H", "N", "H", "S", "H", "C", "H", "C", "C", "N", "N", "C", "H", "H", "H", "N", "H", "H", "C", "H", "C", "H", "H", "H", "N", "H", "C", "C", "C", "C", "C", "C", "O", "C", "C", "N", "H", "H", "C", "C", "H", "H", "C", "C", "C", "H", "H", "C", "H", "C", "O", "H", "C", "N", "Bi", "C", "O", "C", "H", "H", "C"], "xyz": [[-5.52860, 2.18066, 4.44756], [-2.14600, 0.70590, -4.41396], [3.73719, 0.39936, -1.86240], [4.67705, 2.84991, -2.49903], [1.28883, -2.74895, -1.26618], [0.74461, -0.38667, -3.36323], [-0.84536, -2.41385, 3.75762], [-0.96020, 1.50918, -2.82973], [2.13447, -3.96215, -3.28933], [-5.28706, 2.02416, 1.06685], [-3.23073, 2.20964, 3.74173], [1.77268, 4.57265, 2.88185], [0.21093, -3.75346, -4.27981], [1.63926, -2.36548, 3.31792], [-2.59402, 2.02218, 1.35177], [0.99241, -0.50863, 3.75277], [-0.55520, -4.61497, -3.28161], [2.18638, 2.70042, -3.17998], [4.18902, 2.65956, -1.28121], [-3.71232, -1.27970, 1.42533], [-1.12375, -2.04875, -4.08164], [0.87191, -1.01576, -2.49776], [2.03633, -2.59046, -4.40344], [1.00900, 3.84066, 2.60971], [-0.55467, -2.55525, 1.32207], [4.86341, -0.41762, -4.86284], [0.69835, -0.67481, -1.24376], [-3.08799, 1.41382, -2.26905], [-2.51883, -1.77278, 0.89774], [2.47407, -1.66899, 2.58433], [-4.48681, -0.92989, 0.75770], [1.24965, 2.24121, -3.46636], [4.15054, -0.53271, -4.04725], [0.07619, -5.40006, -2.86153], [-0.12467, -2.01405, -5.55134], [-6.98779, 2.09258, 2.87525], [-1.48536, -2.18809, 1.73556], [3.74191, -2.09171, 0.98059], [-1.87207, 1.43042, -0.63112], [-0.93921, -4.00758, -2.46064], [3.17966, 1.12576, 0.63314], [5.14547, 2.02436, -4.43836], [0.73291, 0.74208, 5.47967], [-4.78223, -0.79879, 3.21213], [2.69030, -3.72863, 1.87036], [3.75586, 1.42345, -0.99388], [3.14215, -2.44596, 1.70723], [-2.21367, -1.90449, -1.67047], [0.91404, 0.50549, 4.12919], [2.19749, 3.05705, 1.20147], [0.65299, -0.08942, 6.16579], [3.14679, -0.57781, -4.48074], [1.22779, -2.29671, -2.52854], [-3.85713, 2.28123, 5.79010], [1.78951, 1.97940, -5.51269], [-1.17932, 1.12370, -4.15502], [2.63954, -0.60696, 2.64563], [0.29035, 2.05887, -2.45897], [-1.40985, -5.08604, -3.76807], [0.75759, 4.11664, 5.29664], [5.03907, 3.84988, -2.71747], [-2.96453, 1.50494, 0.20874], [-0.38814, 0.93923, -6.13933], [1.01722, 1.83595, -4.76577], [-0.20010, 1.25297, -5.12128], [-3.86963, -1.20668, 2.79769], [1.48521, -3.17225, -3.66409], [-2.36283, -1.84011, -0.53171], [-1.65591, -2.10641, 3.10947], [-1.40389, 2.42492, 1.64296], [4.73236, 1.85018, -3.45468], [-3.63244, 2.12478, 2.41350], [0.97252, -1.76854, -0.50962], [0.56503, -4.39015, -5.09769], [-1.50262, -3.11023, -5.42758], [4.21965, 0.61498, -3.08326], [-4.98946, 2.08434, 2.10511], [0.04240, 4.34249, 2.56780], [0.55417, 2.28407, 6.97107], [-2.06672, 1.42337, -1.88719], [0.79035, 3.07763, 4.99381], [0.67622, 2.05715, 5.91969], [1.18967, -4.46840, 3.29579], [3.04956, -4.54671, 1.27228], [-0.68050, -2.66221, -4.86847], [-2.17204, 2.24266, 3.96762], [0.94244, 2.74782, 3.65193], [1.25950, 3.34640, 1.30816], [-2.96516, -1.54809, 4.71108], [-5.93317, 2.11694, 3.11903], [1.01548, 1.49081, 3.23098], [0.28186, 1.26917, 0.52159], [-2.84280, -1.61865, 3.63757], [0.60877, 2.44761, -1.22958], [1.76747, -3.66335, 2.87261], [-6.26759, 2.20148, 5.23857], [4.34109, -1.46893, -3.52379], [-4.17636, 2.22780, 4.75670]], "forces_ev_per_a": [[-0.0065, 0.0034, -0.0148], [-0.0005, -0.0011, 0.0000], [0.0660, -0.0356, 0.0048], [0.0698, -0.0310, 0.0202], [0.0043, -0.0127, 0.0029], [0.0293, -0.0450, -0.0028], [-0.0029, 0.0296, -0.0237], [-0.0198, 0.0321, -0.0150], [0.0014, -0.0026, -0.0025], [-0.0042, -0.0019, 0.0035], [0.0097, -0.0052, 0.0215], [0.0076, 0.0040, -0.0157], [-0.0234, 0.0181, 0.0052], [0.1229, -0.3269, -0.1052], [-0.0447, 0.0135, -0.0162], [-0.3270, 0.2195, 0.2674], [0.0149, 0.0044, 0.0287], [-0.0562, -0.0242, -0.0113], [0.0686, -0.0038, 0.0090], [0.0099, -0.0229, 0.0336], [0.0122, -0.0053, 0.0017], [-0.0777, 0.0495, 0.0050], [0.0000, -0.0088, 0.0170], [-0.1062, -0.0660, 0.0501], [-0.0212, 0.0114, -0.0163], [-0.0054, 0.0013, -0.0017], [0.0501, -0.0282, 0.0433], [-0.0066, -0.0004, 0.0093], [-0.1080, 0.0181, -0.0233], [0.1667, -0.0904, -0.0589], [-0.0044, 0.0021, 0.0051], [0.0134, 0.0350, 0.0102], [0.0072, 0.0140, 0.0070], [0.0019, -0.0077, -0.0070], [-0.0078, 0.0058, 0.0063], [0.0026, 0.0004, 0.0007], [0.0583, 0.0117, 0.0087], [-0.0021, 0.0354, -0.0167], [0.0788, 0.0709, -0.0089], [0.0039, -0.0176, -0.0249], [0.0445, -0.0137, 0.0010], [-0.0069, 0.0047, -0.0060], [0.0246, 0.0391, 0.0151], [-0.0137, -0.0001, 0.0036], [-0.0387, -0.0125, -0.0142], [-0.2304, 0.0285, -0.0350], [-0.0312, 0.0576, 0.0032], [-0.0750, 0.0245, 0.0068], [-0.0987, 0.0415, 0.0589], [-0.0293, -0.0556, -0.0020], [0.0104, -0.0107, -0.0057], [0.0149, 0.0153, -0.0046], [0.0717, -0.0294, 0.0532], [-0.0037, -0.0019, -0.0015], [0.0043, -0.0055, 0.0001], [-0.0342, 0.0284, 0.0035], [0.0936, -0.0443, -0.0859], [0.0182, 0.0213, 0.0212], [-0.0012, -0.0048, -0.0050], [-0.0133, 0.0024, -0.0036], [-0.0051, 0.0039, -0.0093], [-0.0556, 0.0152, -0.0042], [0.0034, -0.0028, -0.0018], [-0.0206, -0.0070, 0.0148], [0.0097, 0.0146, -0.0178], [-0.0125, 0.0315, -0.0081], [-0.0290, -0.0144, -0.0318], [0.1231, -0.0833, 0.0173], [0.0126, -0.0010, 0.0711], [0.1197, -0.0781, 0.1028], [0.0266, 0.0146, 0.0141], [-0.0082, 0.0051, -0.0004], [-0.0243, -0.0356, -0.0738], [0.0120, -0.0038, 0.0018], [-0.0076, -0.0065, 0.0031], [0.0214, -0.0052, -0.0200], [0.0261, -0.0127, -0.0262], [0.0140, 0.0169, 0.0024], [-0.0152, -0.0029, 0.0031], [0.0031, -0.0066, 0.0071], [-0.0306, -0.0201, -0.0174], [0.0174, -0.0079, -0.0018], [0.0072, 0.0009, 0.0126], [-0.0150, -0.0020, -0.0046], [0.0226, -0.0156, -0.0106], [-0.0018, -0.0024, -0.0012], [0.0685, 0.0986, 0.0539], [0.0152, 0.0868, -0.1346], [-0.0083, 0.0051, -0.0004], [-0.0094, -0.0088, 0.0238], [-0.0990, 0.0582, 0.0074], [0.1082, 0.0494, -0.0950], [0.0149, -0.0052, -0.0196], [0.0123, -0.0180, -0.0080], [0.0271, 0.0095, -0.0320], [0.0004, -0.0024, -0.0004], [-0.0189, -0.0039, -0.0082], [0.0147, 0.0087, -0.0072]], "mulliken_charge": [-0.395, 0.395, -0.204, -0.432, -1.082, 0.314, 0.401, 1.573, 0.414, 0.473, -0.172, 0.571, 0.757, -0.307, 0.124, 0.123, -1.357, 0.728, -0.481, -0.497, 0.086, -2.253, 0.271, -1.299, 0.412, 0.532, 0.947, 0.319, 0.372, -0.783, 0.277, -0.383, -1.084, 0.384, 0.320, 0.389, -0.037, 0.281, 0.835, 0.074, -0.667, 0.403, -1.085, 0.430, -0.314, 0.378, 0.092, -0.479, 0.148, 0.169, 0.523, -0.053, 1.684, 0.444, 0.446, -0.697, 0.703, 0.065, 0.453, 0.500, 0.386, -0.792, 0.482, -0.479, -0.819, -0.370, -1.326, -0.103, -0.226, -0.757, -0.624, 0.353, 0.247, 0.334, 0.475, 1.005, -0.114, 0.192, 0.431, -1.493, -0.970, -0.520, 0.432, 0.431, -1.137, 0.268, 0.893, -0.303, 0.413, -0.805, 0.600, 2.695, -0.605, -1.235, -0.701, 0.392, 0.298, -0.696], "largest_force_ev_per_a": 0.48, "orbital_gap_ev": 7.79, "homo_energy_ev": -7.635, "e_above_lowest_kcal_mol": 0.00}